# C3H9N5

A single C3H9N5 molecule in a non-equilibrium geometry (ωB97M-V with the def2-TZVPD basis set, the OMol25 dataset).

Atoms and positions in Å:
C 2.41647 -0.69385 -0.27890
C 0.55447 0.86299 0.00279
C -1.63424 0.20399 0.15976
H 2.78564 -1.66054 -0.91795
H 2.82721 -0.53838 0.81936
H 2.77649 0.28413 -0.80421
H 0.50789 -0.66305 -1.14005
H 0.70196 2.58132 0.88703
H -3.01253 1.10675 -0.86473
H -3.38907 -0.57348 -0.82644
H -0.16127 -1.26367 0.76125
H -1.67110 -1.19233 1.65997
N 0.97229 -0.47306 -0.18973
N 1.29405 1.75237 0.57767
N -0.82414 1.01657 -0.41565
N -2.95078 0.20304 -0.28711
N -1.19335 -0.95280 0.85695

Values from the calculation:
LUMO   0.770 eV
SMILES   [H]/N=C(\N=C(N)N)NC
Relative energy (zero: lowest compared OMol25 entry of this formula, charge and spin)   206.7 kJ/mol
F_max   4.1 eV/Å
Charge   0
Kohn-Sham gap   9.8 eV
Highest occupied orbital energy   -9.0771 eV
Electronic energy   -393.43478 a.u.